[1]
Computed, not measured: a molecular structure, C29H27Br6LiNO3P, with ωB97M-V/def2-TZVPD.

For the HOMO energy, the calculation gives -0.97 eV. For the HOMO-LUMO gap, the calculation gives 4.7334 eV. As for the total energy: -467897.061 eV.

The geometry in ORCA input format:
```
! wB97M-V def2-TZVPD RIJCOSX def2/J DEFGRID3
* xyz -2 1
Li 0.296 0.242 0.061
Br 1.837 -4.329 -0.936
C 3.021 -2.924 -0.435
C 4.375 -3.209 -0.414
C 5.279 -2.216 -0.132
Br 7.140 -2.690 -0.096
C 4.867 -0.900 0.124
C 5.727 0.192 0.352
C 5.194 1.441 0.531
C 3.800 1.590 0.516
N 2.984 0.588 0.340
C 3.466 -0.632 0.126
C 2.470 -1.655 -0.156
O 1.246 -1.391 -0.168
H 4.715 -4.212 -0.627
H 6.799 0.034 0.369
H 5.826 2.304 0.677
H 3.347 2.562 0.635
Br -3.912 6.118 0.132
C -2.518 4.816 0.152
C -1.214 5.205 -0.061
Br -0.760 7.042 -0.248
C -0.226 4.220 -0.114
Br 1.597 4.687 -0.427
C -0.478 2.864 0.026
O 0.438 1.982 -0.088
C -1.844 2.451 0.333
O -2.086 1.229 0.553
C -2.807 3.466 0.357
Br -4.613 2.957 0.732
C -3.485 -1.164 1.985
C -3.677 -1.629 0.539
C -4.308 -3.022 0.550
C -4.620 -0.639 -0.130
P -1.930 -1.465 -0.236
C -1.309 -3.039 0.488
C -0.681 -2.827 1.715
C -0.266 -3.884 2.501
C -0.453 -5.185 2.062
C -1.026 -5.411 0.824
C -1.449 -4.349 0.043
C -2.102 -1.739 -2.121
C -0.722 -2.198 -2.587
C -2.336 -0.328 -2.674
C -3.164 -2.684 -2.685
H -4.452 -1.076 2.484
H -3.007 -0.188 1.975
H -2.870 -1.864 2.550
H -5.287 -2.961 1.030
H -3.704 -3.726 1.118
H -4.451 -3.419 -0.450
H -5.526 -0.521 0.466
H -4.925 -0.953 -1.124
H -4.127 0.324 -0.188
H -0.509 -1.805 2.028
H 0.202 -3.700 3.461
H -0.135 -6.017 2.678
H -1.137 -6.426 0.462
H -1.883 -4.562 -0.922
H 0.038 -1.514 -2.211
H -0.670 -2.215 -3.678
H -0.494 -3.193 -2.217
H -1.638 0.365 -2.205
H -3.345 0.021 -2.469
H -2.178 -0.304 -3.754
H -3.025 -3.701 -2.330
H -3.088 -2.702 -3.775
H -4.171 -2.361 -2.431
*
```


[2]
Computed, not measured: a molecular structure, C29H27BrF3N7O2S2, with ωB97M-V/def2-TZVPD.

For the HOMO energy, the calculation gives -9.38 eV. For the HOMO-LUMO gap, the calculation gives 8.0911 eV. As for the total energy: -144899.970 eV.

The geometry in ORCA input format:
```
! wB97M-V def2-TZVPD RIJCOSX def2/J DEFGRID3
* xyz 0 1
N 0.448 -3.401 0.503
C 0.820 -2.157 1.199
C 0.906 -0.961 0.235
C 1.786 0.167 0.743
C 3.114 -0.117 0.753
C 4.054 0.810 1.241
N 5.377 0.663 1.321
S 5.939 2.022 1.950
N 4.597 2.846 2.160
C 3.607 2.065 1.723
C 2.227 2.394 1.714
Br 1.824 4.096 2.401
C 1.331 1.479 1.217
S -0.389 1.885 1.061
O -0.692 3.212 1.482
O -0.879 1.438 -0.206
C -1.207 0.809 2.371
F -1.895 -0.168 1.792
F -2.041 1.568 3.069
F -0.307 0.286 3.201
H -0.506 -3.642 0.732
H 0.471 -3.267 -0.501
H 0.105 -1.986 1.995
H 1.809 -2.287 1.640
H 1.408 -1.347 -0.655
H -0.068 -0.628 -0.090
H 3.462 -1.075 0.393
N 7.892 4.788 2.548
C 6.755 5.483 2.524
C 6.540 6.574 1.696
C 7.562 6.970 0.849
C 8.752 6.259 0.864
C 8.864 5.180 1.727
H 5.977 5.144 3.199
H 5.594 7.097 1.717
H 7.434 7.817 0.187
H 9.576 6.532 0.220
H 9.778 4.597 1.765
N -6.009 -1.870 0.973
C -5.072 -1.076 1.485
C -5.219 0.297 1.625
C -6.405 0.877 1.205
C -7.387 0.065 0.663
C -7.141 -1.298 0.573
H -4.158 -1.569 1.796
H -4.425 0.894 2.048
H -6.557 1.945 1.291
H -8.323 0.477 0.312
H -7.886 -1.966 0.154
N -5.501 1.809 -4.852
C -6.718 1.305 -5.038
C -7.378 0.523 -4.101
C -6.734 0.250 -2.905
C -5.466 0.766 -2.696
C -4.897 1.538 -3.698
H -7.187 1.541 -5.987
H -8.369 0.142 -4.305
H -7.209 -0.358 -2.146
H -4.928 0.575 -1.776
H -3.906 1.961 -3.571
N 0.706 -5.746 -1.723
C 0.427 -6.545 -2.750
C 1.112 -7.721 -3.018
C 2.148 -8.085 -2.174
C 2.451 -7.263 -1.101
C 1.701 -6.110 -0.916
H -0.388 -6.225 -3.390
H 0.838 -8.331 -3.867
H 2.709 -8.995 -2.349
H 3.250 -7.508 -0.415
H 1.897 -5.439 -0.088
*
```


[3]
Computed, not measured: a molecular structure, C29H27BrO3PSeSiV, with ωB97M-V/def2-TZVPD.

The calculation puts the energy relative to the best compared isomer or geometry (same formula, charge and spin) at 11.7 kcal per mole. For the HOMO energy (alpha / beta), the calculation gives -3.46 / -4.39 eV. For the HOMO-LUMO gap (alpha / beta), the calculation gives 6.1824 / 7.1078 eV. Its expectation value of S² is 3.773. As for the total energy: -214901.054 eV.

The geometry in ORCA input format:
```
! wB97M-V def2-TZVPD RIJCOSX def2/J DEFGRID3
* xyz -1 4
V -0.153 1.159 -0.879
O -2.618 2.010 -1.188
C -2.013 1.347 -0.335
C -2.564 0.976 0.992
C -3.861 1.258 1.428
C -4.255 0.892 2.701
C -3.369 0.236 3.553
C -2.081 -0.055 3.127
C -1.676 0.325 1.854
P -0.045 -0.024 1.087
C 1.195 0.528 2.305
C 0.927 1.427 3.331
C 1.956 1.896 4.133
C 3.258 1.472 3.921
C 3.537 0.581 2.894
C 2.512 0.123 2.082
C -0.044 -1.845 1.325
C 0.570 -2.483 2.399
C 0.473 -3.861 2.544
C -0.241 -4.608 1.619
C -0.866 -3.977 0.553
C -0.769 -2.602 0.405
H -4.540 1.765 0.752
H -5.260 1.109 3.046
H -3.691 -0.047 4.549
H -1.395 -0.579 3.783
H -0.081 1.786 3.487
H 1.750 2.609 4.922
H 4.061 1.852 4.541
H 4.557 0.259 2.720
H 2.723 -0.552 1.259
H 1.129 -1.902 3.123
H 0.957 -4.353 3.379
H -0.303 -5.685 1.723
H -1.420 -4.559 -0.174
H -1.232 -2.103 -0.436
C -3.440 -0.747 -2.856
Si -1.821 -1.136 -3.746
C -1.868 -2.994 -4.145
C -1.765 -0.250 -5.424
Se 0.053 -0.667 -2.563
H -4.293 -1.055 -3.470
H -3.529 0.317 -2.639
H -3.496 -1.280 -1.904
H -2.580 -3.167 -4.960
H -2.188 -3.582 -3.282
H -0.887 -3.353 -4.458
H -2.473 -0.707 -6.123
H -0.763 -0.330 -5.846
H -2.009 0.810 -5.327
Br 0.467 2.962 -2.717
C 2.238 2.507 -2.133
C 3.137 2.078 -3.096
C 4.446 1.814 -2.731
C 4.851 2.009 -1.416
C 3.940 2.438 -0.468
C 2.606 2.668 -0.800
C 1.646 3.071 0.313
O 2.072 3.801 1.199
O 0.465 2.586 0.234
H 2.809 1.949 -4.118
H 5.145 1.460 -3.478
H 5.879 1.821 -1.134
H 4.232 2.605 0.560
*
```


[4]
Computed, not measured: a molecular structure, C29H27CoN4O2P, with ωB97M-V/def2-TZVPD.

The calculation puts the energy relative to the best compared isomer or geometry (same formula, charge and spin) at 5.3 kcal per mole. For the HOMO energy (alpha / beta), the calculation gives -6.85 / -6.95 eV. For the HOMO-LUMO gap (alpha / beta), the calculation gives 7.3669 / 7.4654 eV. Its expectation value of S² is 0.761. As for the total energy: -87484.452 eV.

The geometry in ORCA input format:
```
! wB97M-V def2-TZVPD RIJCOSX def2/J DEFGRID3
* xyz 0 2
Co 0.067 -0.180 0.711
C -3.537 -1.734 2.165
C -2.169 -1.096 2.210
O -1.453 -1.269 1.161
C -1.757 -0.427 3.346
C -0.490 0.194 3.489
C -0.135 0.807 4.814
N 0.348 0.275 2.492
N 1.542 0.978 2.729
C 2.218 1.026 1.621
O 1.834 0.469 0.509
C 3.514 1.758 1.605
C 4.208 1.902 0.410
C 5.399 2.614 0.372
C 5.905 3.185 1.530
C 5.218 3.036 2.729
C 4.029 2.327 2.767
H -3.754 -2.045 1.145
H -4.303 -1.036 2.504
H -3.580 -2.612 2.811
H -2.432 -0.382 4.189
H -0.892 0.566 5.556
H -0.054 1.891 4.714
H 0.840 0.459 5.149
H 3.802 1.448 -0.484
H 5.931 2.724 -0.564
H 6.831 3.744 1.501
H 5.611 3.475 3.637
H 3.485 2.204 3.694
N -1.999 0.076 -1.591
P -0.492 -0.712 -1.511
C 0.325 -0.420 -3.094
C -0.245 -0.850 -4.293
C 0.398 -0.602 -5.493
C 1.622 0.060 -5.499
C 2.200 0.473 -4.310
C 1.550 0.237 -3.104
C -0.948 -2.473 -1.598
C -2.258 -2.930 -1.639
C -2.523 -4.293 -1.651
C -1.479 -5.205 -1.624
C -0.166 -4.753 -1.582
C 0.097 -3.393 -1.564
C -2.347 1.049 -0.659
C -3.609 1.648 -0.696
C -3.904 2.604 0.252
C -2.945 2.956 1.197
C -1.725 2.318 1.144
N -1.427 1.380 0.239
H -2.590 0.028 -2.406
H -1.179 -1.402 -4.286
H -0.045 -0.934 -6.423
H 2.127 0.246 -6.438
H 3.155 0.981 -4.316
H 1.992 0.561 -2.168
H -3.077 -2.223 -1.634
H -3.547 -4.643 -1.672
H -1.688 -6.267 -1.628
H 0.651 -5.462 -1.553
H 1.124 -3.047 -1.511
H -4.328 1.356 -1.450
H -4.880 3.072 0.257
H -3.137 3.706 1.950
H -0.928 2.556 1.840
*
```